# 1
Here is a structure of composition C31H44BrN3OP2Pd at a distorted geometry from the OMol25 dataset. Energies are from ωB97M-V/def2-TZVPD.

Values from the calculation:
frontier orbital gap (alpha / beta): 6.85 / 6.86 eV
multiplicity: 1
HOMO level (alpha / beta): -7.1 / -7.1 eV
net charge: 0
energy above the lowest of the compared OMol25 structures with the same formula, charge and spin: 0.000 eV
LUMO level (alpha / beta): -0.0085 / -0.0084 Eh
electronic energy: -4831.67109 hartree

CARTESIAN COORDINATES (ANGSTROEM)
1 Pd 1.186686 0.990048 0.288411
2 Br 3.538932 1.900159 -0.273701
3 P -0.052415 2.821164 0.538491
4 P 1.458083 0.134203 -3.711330
5 O 4.889753 1.626782 4.818856
6 N 5.703205 -0.374493 5.543495
7 N -7.037586 -6.651873 0.810544
8 N 2.643679 -0.227241 1.818049
9 C 3.324948 0.388173 2.789814
10 C -5.658118 -5.104231 -0.355786
11 C 4.927032 0.406065 4.717901
12 C 4.282941 -1.720493 3.467215
13 C 0.951225 4.310328 0.174058
14 C -0.979874 -2.306733 -0.090648
15 C 0.702248 1.733609 -3.286266
16 C -1.918505 -2.146332 0.941007
17 C -0.896224 3.169287 2.108802
18 C -0.495758 -1.691273 -4.735026
19 C -1.497130 4.578876 2.200499
20 C 4.172421 -0.336639 3.664014
21 C -5.485011 -5.330003 2.042976
22 C -1.318848 2.505138 -0.745071
23 C -0.745481 -0.369283 2.011889
24 C -2.778443 2.570551 -0.319447
25 C 4.085205 -0.700593 -3.683926
26 C 2.785840 -1.530055 1.608119
27 C 3.574884 -2.335214 2.448061
28 C 0.102973 -0.510602 0.928025
29 C 0.271534 5.400526 -0.649314
30 C -6.656187 -6.081049 -0.326227
31 C 2.943549 -0.270167 -2.749704
32 C -6.491702 -6.296247 1.970330
33 C 0.134428 -1.480086 -0.071651
34 C 0.730509 2.752757 -4.434741
35 C -1.810029 -1.261392 2.025013
36 C 0.223041 -1.191881 -3.468840
37 C -4.005118 -3.712329 0.833293
38 C -5.051736 -4.714610 0.850827
39 C -3.080764 -2.916193 0.826434
40 H -1.113147 3.181173 -1.584230
41 H 3.245474 0.633102 -2.179902
42 H -0.138446 3.016690 2.898576
43 H -1.283245 -0.999372 -5.044345
44 H -0.063014 3.498468 -4.303049
45 H -2.992477 1.893211 0.518351
46 H 5.572027 -1.369257 5.636432
47 H 5.053353 -0.534160 -3.205832
48 H -1.100945 1.483375 -1.099302
49 H 0.016592 5.050506 -1.653383
50 H 0.762971 -2.032945 -3.006740
51 H 6.170099 0.095389 6.304701
52 H -0.963631 -2.662039 -4.530394
53 H 3.232479 1.476216 2.834719
54 H 2.711583 -1.048133 -2.008697
55 H 1.868206 3.938971 -0.323270
56 H -3.406200 2.255160 -1.164152
57 H -2.054947 4.673978 3.137700
58 H 1.691089 3.278345 -4.465064
59 H -6.860065 -6.787298 2.878191
60 H -1.142158 -3.031255 -0.903924
61 H -5.357621 -4.654394 -1.295950
62 H -3.081658 3.588901 -0.048815
63 H 2.248328 -1.983625 0.780712
64 H 0.218049 -1.833071 -5.553400
65 H 4.947667 -2.314727 4.088289
66 H -5.052839 -5.063532 3.001109
67 H -2.196356 4.790213 1.385202
68 H 4.059840 -0.118099 -4.610515
69 H -1.669353 2.397640 2.264548
70 H -0.634045 5.786125 -0.169290
71 H -0.631373 0.402590 2.760973
72 H -2.579563 -1.245598 2.797817
73 H -0.338197 1.519846 -3.007284
74 H -0.515085 -0.842298 -2.734593
75 H 0.960216 6.243954 -0.769126
76 H 0.933354 -1.565711 -0.794542
77 H -0.719452 5.347707 2.198918
78 H 0.561151 2.246246 -5.391778
79 H -7.147886 -6.393663 -1.252444
80 H 4.008128 -1.765225 -3.923193
81 H 1.277736 4.706643 1.151123
82 H 3.602004 -3.398500 2.255771
83 H 1.227169 2.109797 -2.394357

Force components x, y, z for each atom (eV/Å):
Pd 3.568 -0.784 1.398
Br 0.036 0.807 0.032
P -0.215 -0.860 -0.144
P 0.445 -0.270 -2.621
O -0.009 -1.067 -0.118
N -0.128 0.271 0.034
N -0.742 -0.592 0.041
N 0.072 -0.120 -0.516
C 0.385 -0.693 0.200
C -0.161 -0.187 0.227
C 0.319 0.555 0.419
C -0.057 0.257 0.027
C 0.254 0.010 -0.105
C 0.457 0.112 0.074
C -0.209 0.097 0.804
C -0.218 0.030 -0.318
C -0.162 0.070 0.287
C 0.223 -0.073 0.247
C -0.153 -0.064 0.304
C -0.706 0.107 -0.903
C -0.118 0.006 -0.322
C -0.389 0.134 -0.394
C -0.612 -1.342 -0.533
C -0.366 0.120 -0.191
C -0.010 -0.086 0.216
C 0.725 -0.589 1.198
C -0.399 0.645 -0.622
C -0.065 2.757 -0.488
C 0.038 0.245 -0.005
C 0.659 0.532 0.351
C 0.151 0.433 0.565
C 0.559 0.564 -0.385
C -1.213 -0.118 1.041
C -0.033 -0.091 0.123
C 0.370 0.000 -0.177
C -0.411 -0.186 0.638
C 0.679 0.566 0.103
C -0.061 0.071 -0.138
C -2.305 -2.363 0.452
H -0.183 -0.130 0.087
H -0.236 -0.694 -0.487
H -0.283 0.093 -0.244
H 0.167 -0.018 -0.098
H 0.150 -0.016 0.010
H 0.052 0.193 -0.192
H -0.009 0.299 -0.067
H -0.020 -0.071 0.042
H -0.149 0.562 0.160
H 0.001 0.030 0.114
H -0.112 0.150 -0.096
H -0.106 0.008 -0.126
H -0.032 0.172 -0.045
H 0.054 -0.412 0.162
H 0.250 0.113 0.012
H -0.484 0.239 0.230
H 0.068 0.065 0.244
H 0.075 0.067 -0.095
H -0.145 -0.149 -0.133
H 0.123 0.134 -0.400
H -0.015 0.335 0.591
H 0.003 -0.004 0.143
H -0.008 -0.280 -0.008
H 0.132 0.145 0.250
H -0.163 0.133 0.082
H -0.177 0.016 -0.124
H 0.013 0.042 -0.144
H 0.189 -0.052 0.144
H -0.002 -0.172 0.139
H 0.296 0.291 -0.092
H 0.096 -0.096 -0.129
H 0.070 0.020 -0.163
H 0.154 -0.063 -0.273
H 0.235 0.102 -0.052
H -0.035 -0.283 -0.013
H -0.100 -0.112 -0.014
H -0.058 0.309 -0.232
H -0.107 -0.108 -0.028
H 0.107 0.156 0.132
H 0.115 0.005 0.377
H 0.022 0.121 -0.183
H -0.081 -0.195 -0.265
H 0.227 -0.009 0.105
H -0.295 0.158 -0.120

# 2
Here is a structure of composition C31H45BrN2P2Pb at a distorted geometry from the OMol25 dataset. Energies are from ωB97M-V/def2-TZVPD.

Values from the calculation:
frontier orbital gap (alpha / beta): 4.77 / 3.67 eV
multiplicity: 1
HOMO level (alpha / beta): -13.4 / -13.1 eV
net charge: +2
energy above the lowest of the compared OMol25 structures with the same formula, charge and spin: 1.999 eV
LUMO level (alpha / beta): -0.3159 / -0.3461 Eh
electronic energy: -4766.53183 hartree

CARTESIAN COORDINATES (ANGSTROEM)
1 Pb -0.607893 -0.138409 -3.724509
2 Br -1.378558 -0.733705 3.073011
3 P 1.965380 -1.445733 0.435241
4 P -2.214730 -2.473638 -2.394056
5 N 0.562167 1.875846 3.969371
6 N -0.794244 5.825173 -5.322595
7 C -0.005166 1.640019 0.018090
8 C -0.476277 4.507300 -3.361207
9 C 3.122924 -0.483649 -1.959169
10 C -2.680267 -2.633933 -0.619366
11 C -3.355340 -1.026825 -2.816802
12 C 3.320615 -3.961984 1.009501
13 C -2.387170 1.291784 -0.316025
14 C -0.704595 2.038992 -3.457807
15 C -0.643072 3.330456 -4.117328
16 C -0.113262 2.708654 8.114035
17 C -1.320962 0.457152 1.670930
18 C -0.578394 5.742583 -4.012569
19 C 1.494130 1.581449 4.867313
20 C -3.559700 -0.801285 -4.327734
21 C -0.861619 2.713783 5.700174
22 C 4.598548 -0.713783 1.365779
23 C 1.314512 1.843128 6.232938
24 C 0.114501 2.416188 6.655601
25 C 2.860914 -1.757104 -1.150296
26 C 3.125787 -0.306109 1.317736
27 C -0.589937 2.410976 4.356446
28 C -1.108568 1.557960 -0.857199
29 C -0.376647 -2.700403 -2.082715
30 C 2.200197 -3.001803 1.413365
31 C -0.925532 4.727102 -6.062318
32 C -0.829865 3.444129 -5.503574
33 C -0.116910 1.073844 1.280101
34 C -2.492869 0.722967 0.942791
35 C -0.058423 -4.204559 -1.969900
36 C -0.902552 1.499076 -2.277341
37 C -3.896987 -3.536125 -0.380886
38 H 0.945370 2.047309 -0.337239
39 H 3.986992 0.077982 -1.572217
40 H -3.604461 0.275022 -4.553837
41 H 2.222672 -2.447939 -1.728115
42 H -4.134992 -3.569349 0.691422
43 H 1.022054 -4.372805 -1.860647
44 H -4.787987 -3.171288 -0.904589
45 H -3.455465 0.405200 1.344336
46 H -4.327847 -1.265097 -2.345537
47 H -0.081852 -2.152506 -1.169038
48 H 2.730613 -0.203619 2.341735
49 H -4.510901 -1.251807 -4.642658
50 H -3.702143 -4.565416 -0.716044
51 H 0.142040 1.841745 8.734526
52 H 1.224279 -3.509734 1.352977
53 H -2.978568 -0.129811 -2.313789
54 H 0.724360 1.047161 1.958426
55 H 2.250396 0.191344 -1.980319
56 H -0.495758 6.667447 -3.431332
57 H -0.567728 -4.674740 -1.120600
58 H 2.108124 1.592736 6.935841
59 H 3.114999 -4.447531 0.044377
60 H 2.320507 -2.682586 2.460523
61 H -1.157930 2.971798 8.300789
62 H 5.172534 0.113723 1.802762
63 H -3.272853 1.487953 -0.923331
64 H 3.392932 -4.761052 1.760475
65 H 3.017260 0.682081 0.842030
66 H -1.817485 -3.050637 -0.084350
67 H 0.230125 -2.309829 -2.919144
68 H -0.960330 2.567402 -6.136478
69 H 5.018773 -0.911248 0.371056
70 H -1.123335 4.838446 -7.128287
71 H -1.342885 2.606614 3.588920
72 H -2.768766 -1.276703 -4.933613
73 H 3.800344 -2.282017 -0.929361
74 H -0.383129 -4.716336 -2.884995
75 H 4.765013 -1.592264 2.003220
76 H -2.853418 -1.623488 -0.225773
77 H -0.326421 4.465896 -2.283962
78 H 4.303143 -3.471767 0.955959
79 H 0.511221 3.541661 8.461675
80 H -1.823083 3.148975 5.966133
81 H 2.416800 1.127964 4.497817
82 H 3.356647 -0.748378 -2.998767

Force components x, y, z for each atom (eV/Å):
Pb 0.923 -0.811 -2.003
Br 0.021 -0.247 0.430
P 0.248 -0.035 0.113
P -0.504 0.003 2.485
N 0.062 -0.172 -0.589
N -0.163 0.445 -0.266
C 0.004 -0.608 0.325
C -0.297 -0.083 -0.151
C 0.141 -0.070 -0.255
C -0.172 -0.871 0.046
C 0.080 -0.087 -0.730
C 0.116 -0.238 0.106
C -0.321 -0.539 0.158
C -0.172 -0.422 1.785
C -0.052 0.868 -0.516
C -0.074 0.017 0.189
C 0.099 0.871 -0.884
C 0.146 -0.835 0.125
C -0.248 0.364 1.034
C -0.179 0.007 -0.126
C 0.302 -0.347 -0.764
C 0.207 0.147 0.182
C 0.137 -0.205 -0.782
C -0.075 0.156 0.248
C 0.026 -0.259 0.094
C -0.235 0.219 -0.136
C 0.023 0.257 1.136
C 0.216 -0.216 -0.621
C 1.098 -0.243 -1.238
C -0.357 -0.097 -0.118
C 0.233 -0.570 0.687
C -0.188 0.302 0.168
C 0.013 -0.119 -0.351
C -0.072 0.007 -0.145
C -0.562 -0.237 -0.055
C -0.111 3.730 0.255
C -0.267 -0.147 0.132
H -0.263 -0.297 0.127
H -0.404 -0.104 -0.069
H -0.017 -0.336 -0.040
H 0.376 0.154 0.166
H 0.078 0.021 -0.327
H -0.311 0.252 0.035
H 0.113 -0.084 0.091
H 0.193 0.191 -0.122
H 0.624 -0.224 0.023
H -0.360 0.234 -0.012
H 0.042 0.022 -0.286
H 0.350 0.162 -0.033
H -0.063 0.331 0.112
H -0.059 0.139 -0.145
H 0.325 -0.060 0.200
H -0.052 -0.277 0.150
H -0.104 0.081 -0.041
H 0.144 -0.083 0.123
H 0.001 -0.268 -0.401
H 0.136 0.072 -0.129
H -0.250 0.081 -0.075
H 0.111 0.189 0.222
H -0.092 -0.067 -0.268
H 0.167 -0.037 0.007
H -0.034 -0.227 -0.100
H 0.187 -0.186 0.190
H 0.022 0.173 -0.229
H 0.069 -0.184 0.166
H -0.175 0.162 -0.137
H -0.273 -0.461 0.522
H 0.058 0.137 0.177
H -0.108 0.016 0.250
H 0.107 0.147 0.256
H 0.228 0.005 0.097
H -0.379 0.216 0.038
H -0.210 0.127 -0.282
H 0.165 0.016 0.246
H -0.082 0.220 -0.224
H 0.073 -0.029 -0.226
H -0.016 -0.021 -0.208
H -0.347 -0.184 -0.023
H -0.101 -0.144 -0.166
H 0.255 -0.072 0.081
H -0.206 0.143 0.108
H 0.035 0.117 0.188